DFT (ωB97M-V/def2-TZVPD) results for a cluster of 11 separate species, C16H54N6O11 in total.

Cartesian coordinates (Å):
N: 5.760 -3.018 -2.277
C: 5.010 -2.508 -3.191
N: 3.866 -2.194 -2.698
O: 5.318 -2.311 -4.531
H: 6.717 -3.270 -2.692
H: 5.885 -2.703 -1.285
H: 3.225 -1.835 -3.333
H: 3.674 -2.142 -1.686
N: 2.641 -2.498 -0.291
C: 2.866 -1.688 0.715
N: 3.727 -2.103 1.652
O: 2.199 -0.420 0.838
H: 1.762 -2.368 -0.925
H: 3.106 -3.392 -0.345
H: 3.838 -1.504 2.435
H: 4.113 -3.050 1.745
N: 5.728 3.936 -0.153
C: 6.928 3.446 0.003
N: 7.761 4.039 -0.782
O: 7.306 2.395 0.920
H: 4.968 3.274 0.099
H: 5.411 4.582 -0.829
H: 8.716 3.601 -0.714
H: 7.565 4.877 -1.390
C: 8.140 -4.548 0.938
C: 8.831 -3.608 -0.118
O: 9.758 -4.407 -0.806
H: 8.750 -4.798 1.784
H: 7.887 -5.449 0.342
H: 7.229 -4.069 1.226
H: 9.246 -2.734 0.498
H: 8.016 -3.135 -0.725
H: 9.402 -4.524 -1.680
C: 8.623 -1.411 -3.167
C: 8.702 -2.706 -3.906
O: 8.052 -3.752 -3.286
H: 7.579 -1.138 -3.057
H: 9.032 -0.528 -3.686
H: 8.933 -1.309 -2.184
H: 9.722 -3.102 -4.027
H: 8.152 -2.631 -4.879
H: 8.070 -4.432 -3.980
C: 5.827 1.251 -3.360
C: 5.221 2.624 -3.258
O: 6.254 3.546 -3.138
H: 5.051 0.483 -3.415
H: 6.438 1.079 -2.474
H: 6.545 1.180 -4.273
H: 4.675 2.718 -2.261
H: 4.630 2.945 -4.130
H: 6.627 3.600 -2.259
C: 9.280 2.585 -3.152
C: 9.496 1.681 -1.909
O: 9.934 2.403 -0.782
H: 10.215 2.644 -3.574
H: 8.847 3.594 -2.966
H: 8.682 2.059 -3.845
H: 10.347 0.992 -2.150
H: 8.541 1.203 -1.697
H: 10.413 1.713 -0.248
C: 2.560 3.937 1.117
C: 2.332 2.834 0.111
O: 3.466 2.028 0.134
H: 2.930 3.461 2.038
H: 1.629 4.595 1.267
H: 3.386 4.608 0.888
H: 2.098 3.199 -0.882
H: 1.467 2.171 0.341
H: 3.097 1.177 0.126
C: 5.133 1.558 2.955
O: 4.072 1.726 3.813
H: 5.291 2.466 2.385
H: 4.910 0.783 2.278
H: 5.945 1.379 3.644
H: 3.899 0.843 4.185
C: 7.349 -1.352 3.114
O: 7.933 -1.493 4.375
H: 6.331 -1.559 3.100
H: 7.688 -2.080 2.437
H: 7.527 -0.412 2.630
H: 7.216 -1.377 5.086
C: 6.179 -0.641 -0.375
O: 6.067 -1.786 0.315
H: 5.368 -0.018 -0.070
H: 6.088 -0.692 -1.439
H: 7.150 -0.265 -0.042
H: 5.315 -1.721 0.933

Values from the calculation:
* multiplicity: 1
* E_tot: -48924.5365 eV
* total charge: 0
* molar mass: 506.64 Da
* SMILES: NC(N)=O.NC(N)=O.NC(N)=O.CCO.CCO.CCO.CCO.CCO.CO.CO.CO
* HOMO: -9.03 eV
* orbital gap: 8.7 eV

***

DFT (ωB97M-V/def2-TZVPD) results for a cluster of 7 separate species, C16H55B2N4O5 in total.

Cartesian coordinates (Å):
O: -1.062 19.096 -17.294
H: -1.541 18.377 -16.875
H: -1.554 19.453 -18.038
H: -0.191 18.800 -17.569
B: 1.440 17.776 -18.131
H: 2.246 17.466 -18.778
H: 1.091 16.870 -17.661
H: 1.753 18.429 -17.331
H: 0.674 18.255 -18.721
B: -2.265 20.021 -19.521
H: -3.128 19.719 -18.948
H: -1.687 20.688 -18.901
H: -1.759 19.140 -19.884
H: -2.549 20.615 -20.375
C: -2.330 16.027 -13.909
C: -2.039 16.339 -15.435
C: -2.261 15.067 -16.265
O: -1.489 13.921 -15.852
C: -1.483 12.721 -16.683
N: -2.764 17.512 -15.902
H: -1.952 15.085 -13.511
H: -3.416 16.022 -13.812
H: -1.994 16.811 -13.230
H: -0.992 16.643 -15.418
H: -2.073 15.229 -17.326
H: -3.315 14.793 -16.218
H: -2.460 12.246 -16.777
H: -0.891 11.943 -16.199
H: -1.152 13.010 -17.680
H: -2.867 18.170 -15.143
H: -3.742 17.324 -16.072
C: 1.492 21.470 -22.422
C: 0.175 20.688 -22.121
C: -0.090 19.614 -23.221
O: 1.046 18.715 -23.395
C: 0.924 17.799 -24.474
N: 0.379 19.936 -20.878
H: 1.531 21.705 -23.486
H: 2.448 20.985 -22.226
H: 1.430 22.421 -21.892
H: -0.696 21.345 -22.139
H: -0.240 20.193 -24.133
H: -0.985 19.029 -23.013
H: 0.891 18.316 -25.433
H: 0.013 17.206 -24.397
H: 1.785 17.132 -24.511
H: 0.859 20.681 -20.392
H: -0.587 19.843 -20.601
C: 4.797 21.466 -19.343
C: 4.133 20.080 -18.931
C: 5.125 19.039 -18.605
O: 6.019 19.406 -17.542
C: 6.908 18.408 -17.199
N: 3.212 20.396 -17.828
H: 5.254 21.823 -18.421
H: 3.993 22.097 -19.722
H: 5.524 21.370 -20.149
H: 3.515 19.664 -19.727
H: 5.625 18.810 -19.546
H: 4.638 18.083 -18.412
H: 7.900 18.687 -17.555
H: 6.843 17.491 -17.785
H: 6.857 18.244 -16.123
H: 2.694 19.529 -17.817
H: 2.424 20.994 -18.031
C: -0.760 24.003 -18.217
C: 0.479 23.250 -18.705
C: 1.738 23.987 -18.242
O: 1.697 25.306 -18.811
C: 2.717 26.138 -18.386
N: 0.389 21.848 -18.312
H: -0.859 23.835 -17.145
H: -1.669 23.578 -18.643
H: -0.698 25.082 -18.360
H: 0.500 23.162 -19.791
H: 2.652 23.486 -18.562
H: 1.770 24.048 -17.154
H: 3.715 25.707 -18.466
H: 2.457 26.433 -17.369
H: 2.627 27.020 -19.020
H: 0.126 21.716 -17.346
H: -0.433 21.635 -18.858

Values from the calculation:
* multiplicity: 1
* E_tot: -35026.4589 eV
* total charge: -1
* molar mass: 405.26 Da
* HOMO: -5.34 eV
* orbital gap: 7.9 eV